1.
Molecular formula: C6H10BNO
Method: DFT, the ωB97M-V functional and the def2-TZVPD basis

Values from the calculation:
Relative energy (zero: lowest compared OMol25 entry of this formula, charge and spin) ... 1.381 eV
Lowest unoccupied orbital energy ... 0.5 eV
SMILES ... CB(O)[C@@H]1C=CC(C)=N1
Kohn-Sham gap ... 9.97 eV
Electronic energy ... -10598.1843 eV

Last column: natural (NBO) charge in e.
Cartesian coordinates (Å):
O -1.035 2.831 -1.005  -0.858
N 0.383 -0.866 -0.746  -0.389
C 0.085 -1.552 0.295  0.209
C 0.834 -2.785 0.635  -0.648
C -0.972 -0.970 1.059  -0.305
C -0.565 0.256 -0.825  -0.446
C 1.333 2.101 -0.284  -1.024
C -1.477 -0.020 0.316  -0.142
B -0.137 1.860 -0.720  1.006
H 1.334 2.927 0.399  0.237
H 2.006 1.379 0.188  0.254
H 1.944 -2.626 0.845  0.234
H -1.205 -0.020 -1.734  0.253
H -1.915 2.498 -1.166  0.494
H 0.484 -3.197 1.506  0.208
H -2.270 0.737 0.501  0.205
H -1.454 -1.392 1.939  0.222
H 1.998 2.481 -1.153  0.258
H 0.629 -3.643 -0.050  0.234

***

2.
Molecular formula: C8H14O3
Method: DFT, the ωB97M-V functional and the def2-TZVPD basis

Values from the calculation:
Relative energy (zero: lowest compared OMol25 entry of this formula, charge and spin) ... 0.654 eV
Lowest unoccupied orbital energy ... 0.5 eV
SMILES ... CCCC[C@@H]1COC(=O)[C@@H]1O
Kohn-Sham gap ... 10.53 eV
Electronic energy ... -14665.1901 eV

Last column: natural (NBO) charge in e.
Cartesian coordinates (Å):
O -4.256 0.121 -0.279  -0.545
O -2.049 2.307 0.350  -0.692
O -2.417 -0.302 -1.530  -0.483
C 2.256 -0.754 -0.177  -0.402
C -2.022 0.909 0.451  0.000
C 1.838 0.610 0.378  -0.391
C -0.699 0.232 0.056  -0.293
C 1.724 -1.975 0.575  -0.607
C 0.504 1.167 -0.119  -0.387
C -1.041 -0.526 -1.234  -0.063
C -3.057 0.226 -0.454  0.763
H 2.269 -2.858 0.249  0.212
H 0.302 2.085 0.427  0.223
H 1.869 0.613 1.465  0.194
H 0.680 -2.169 0.356  0.193
H 1.948 -0.834 -1.218  0.193
H -0.496 -0.188 -2.109  0.188
H -2.174 2.664 1.222  0.482
H 1.869 -1.889 1.646  0.203
H 2.598 1.324 0.066  0.209
H -0.467 -0.433 0.878  0.221
H 0.622 1.467 -1.155  0.203
H 3.340 -0.805 -0.143  0.206
H -2.314 0.598 1.452  0.190
H -0.827 -1.591 -1.151  0.183

***

3.
Molecular formula: C28H48N6O9
Method: DFT, the ωB97M-V functional and the def2-TZVPD basis

Values from the calculation:
Lowest unoccupied orbital energy ... 0.5 eV
SMILES ... C#C[C@](CCN)(OC=O)OC(=O)c1ccccc1.CN(C)C=O.CN(C)C=O.CN(C)C=O.CN(C)C=O.CN(C)C=O
Kohn-Sham gap ... 9.15 eV
Electronic energy ... -57180.6046 eV

Last column: Löwdin charge in e.
Cartesian coordinates (Å):
O -5.991 2.388 0.997  0.008
O 5.583 -7.370 3.898  -0.004
O 3.094 -0.391 0.726  0.043
O 3.456 -2.420 1.573  0.098
O -3.219 1.802 -2.808  0.002
O 1.466 1.987 0.489  0.154
O 6.217 -3.953 -0.849  -0.010
O 2.197 0.653 -1.178  0.038
O -3.991 7.676 -3.962  0.009
N -7.117 0.444 1.318  -0.196
N -6.204 7.308 -3.610  -0.193
N -2.957 4.000 -2.304  -0.187
N 5.321 -5.834 0.058  -0.190
N 5.788 -5.544 5.229  -0.197
N 6.119 -0.259 0.823  0.023
C -1.458 -1.315 -1.313  -0.059
C 4.378 -6.421 0.995  -0.045
C 6.188 -6.372 4.248  -0.350
C 2.853 -1.727 0.813  -0.304
C -2.426 0.416 0.068  -0.067
C -2.545 -0.760 -0.664  -0.074
C 5.443 -4.501 -0.080  -0.348
C 5.887 0.807 -0.127  -0.256
C 4.433 1.223 -0.455  -0.080
C -0.090 0.464 -0.459  -0.133
C -2.570 2.832 -2.846  -0.358
C -4.235 4.058 -1.613  -0.041
C -1.194 1.028 0.177  -0.005
C -8.278 -0.235 1.857  -0.058
C -6.089 -0.329 0.644  -0.044
C -4.941 6.922 -3.866  -0.364
C -0.217 -0.693 -1.209  -0.018
C 1.236 1.117 -0.303  -0.405
C 4.247 -1.806 -2.213  0.189
C 3.391 0.118 -0.568  -0.465
C -6.474 8.725 -3.435  -0.039
C -2.143 5.202 -2.384  -0.043
C -6.951 1.775 1.424  -0.350
C 6.544 -4.364 5.598  -0.056
C 4.554 -5.848 5.934  -0.039
C 3.862 -0.940 -1.480  -0.027
C 6.162 -6.702 -0.746  -0.043
C -7.292 6.357 -3.503  -0.056
H -7.749 6.411 -2.513  0.090
H -4.395 5.068 -1.239  0.090
H -7.781 2.274 1.953  0.133
H -1.222 4.995 -2.926  0.086
H 2.056 -2.141 0.183  0.154
H 4.725 -2.469 -2.896  0.054
H -2.683 5.991 -2.903  0.055
H -3.288 0.839 0.567  0.089
H -8.824 -0.746 1.061  0.089
H -7.533 8.867 -3.236  0.085
H 0.649 -1.097 -1.716  0.114
H -1.060 1.943 0.739  0.123
H -5.979 0.021 -0.384  0.100
H -5.131 -0.201 1.146  0.076
H 4.911 -7.024 1.729  0.063
H -3.509 -1.248 -0.749  0.100
H 3.661 -7.051 0.461  0.090
H 6.359 1.703 0.283  0.109
H -6.359 -1.382 0.645  0.089
H 4.763 -3.938 0.578  0.105
H -1.890 5.545 -1.378  0.093
H 5.847 -0.012 1.761  0.072
H -4.257 3.357 -0.779  0.073
H 7.215 -6.501 -0.546  0.091
H 4.442 1.698 -1.439  0.132
H -1.566 -2.230 -1.879  0.106
H -7.977 -0.971 2.605  0.090
H -5.892 9.121 -2.602  0.093
H 7.432 -4.286 4.974  0.083
H 4.375 -5.086 6.688  0.085
H 5.983 -6.526 -1.808  0.089
H 4.623 -6.825 6.412  0.092
H -8.056 6.567 -4.255  0.089
H 4.031 1.959 0.243  0.122
H -6.916 5.348 -3.659  0.079
H -5.043 3.789 -2.296  0.083
H 3.837 -5.630 1.511  0.085
H -4.840 5.828 -3.982  0.129
H -8.942 0.488 2.327  0.082
H 7.131 -6.057 3.772  0.137
H 6.854 -4.422 6.643  0.089
H -6.196 9.276 -4.334  0.093
H 6.411 0.583 -1.057  0.108
H -1.584 2.889 -3.338  0.134
H 5.939 -7.739 -0.507  0.086
H 3.717 -5.872 5.235  0.092
H 5.939 -3.466 5.459  0.091
H 5.733 -1.151 0.552  0.048

***

4.
Molecular formula: C34H53BrCuN2P2
Method: DFT, the ωB97M-V functional and the def2-TZVPD basis

Values from the calculation:
Relative energy (zero: lowest compared OMol25 entry of this formula, charge and spin) ... 0.000 eV
2S+1 ... 2
Lowest unoccupied orbital energy (alpha / beta) ... -5.5 / -8.0 eV
Net charge ... +2
Kohn-Sham gap (alpha / beta) ... 7.13 / 4.64 eV
Electronic energy ... -172342.7139 eV

Last column: Mulliken spin population.
Cartesian coordinates (Å):
Br 1.310 4.200 -4.343  0.000
Cu 0.795 -0.288 0.227  0.550
P -0.323 -2.061 -0.503  0.095
P 2.124 0.701 -1.249  0.107
N -5.133 -0.806 2.951  0.000
N 0.788 -2.226 3.061  0.005
C -1.447 -1.491 -3.105  0.002
C -1.295 2.960 -4.000  0.000
C -2.428 2.721 -1.849  0.001
C 1.352 0.912 -2.909  0.000
C 1.073 2.395 3.973  0.007
C -0.487 4.191 -2.056  -0.001
C 0.520 2.014 1.653  -0.134
C 0.412 -3.689 -0.052  -0.001
C -4.175 -0.003 3.421  0.001
C -0.304 3.721 -3.361  0.000
C 3.496 3.156 -1.841  -0.001
C -3.295 2.028 0.362  0.002
C 0.346 -3.568 3.550  0.000
C 2.739 2.364 -0.786  -0.001
C -2.566 -2.860 1.173  -0.004
C -2.119 -2.316 -0.178  0.006
C -3.527 0.936 2.617  0.009
C 0.342 0.211 3.203  -0.050
C 2.283 0.907 -4.119  0.000
C -0.157 -1.155 3.559  0.071
C 4.876 0.108 -1.731  0.001
C 2.207 -1.959 3.437  -0.002
C -2.318 2.418 -3.231  0.001
C 0.439 0.652 1.885  0.221
C -5.529 -0.693 1.687  0.000
C -4.948 0.207 0.789  0.000
C -1.533 3.677 -1.300  -0.001
C 1.938 -3.740 -0.122  0.018
C -0.340 -2.232 -2.355  0.030
C -3.928 1.073 1.254  -0.002
C 0.680 1.083 4.257  0.041
C 0.949 2.886 2.669  0.024
C 3.510 -0.477 -1.411  -0.009
C -3.375 2.008 -1.003  -0.004
H 1.000 -4.337 3.124  0.000
H 2.297 -4.704 0.266  0.000
H 3.056 1.684 -4.057  0.000
H -1.134 -1.365 3.103  -0.026
H 4.921 0.543 -2.737  0.000
H -0.014 -4.409 -0.766  -0.001
H 2.542 -1.011 3.007  0.002
H -2.431 -1.930 -2.900  0.001
H 5.620 -0.697 -1.693  0.000
H 0.653 0.701 5.287  0.002
H -2.452 -2.112 1.965  -0.002
H 0.656 -1.925 -2.712  -0.012
H -1.270 -1.585 -4.186  0.001
H -3.905 -0.111 4.472  0.000
H 0.204 4.922 -1.633  0.000
H 0.422 -3.556 4.646  0.000
H 2.418 -2.942 0.467  -0.004
H 5.170 0.866 -0.996  0.000
H -0.697 -3.735 3.252  0.000
H 1.142 3.939 2.445  0.000
H 2.760 -0.072 -4.258  0.000
H 0.282 2.417 0.668  0.070
H 3.354 2.225 0.121  -0.001
H -2.695 1.511 3.021  -0.005
H -1.489 -0.421 -2.858  0.000
H -2.055 -3.788 1.465  0.000
H -0.256 -1.297 4.644  -0.001
H -5.259 0.206 -0.255  0.000
H -4.101 1.365 -1.505  0.000
H 2.286 -3.652 -1.160  0.001
H -1.637 3.988 -0.263  0.002
H 2.808 3.503 -2.629  0.000
H -2.491 -2.987 -0.971  0.002
H -3.028 1.719 -3.675  0.000
H 1.447 3.033 4.777  0.002
H 2.817 -2.778 3.051  0.000
H 1.857 2.946 -0.479  -0.003
H 3.220 -1.250 -2.140  0.002
H 4.312 2.587 -2.305  0.000
H 0.046 -3.987 0.943  0.002
H 2.270 -1.924 4.531  0.000
H -1.217 2.761 -5.069  0.000
H 3.536 -0.977 -0.428  -0.003
H -2.580 -1.328 -0.345  0.007
H -6.333 -1.349 1.346  0.000
H -0.429 -3.314 -2.547  0.002
H 0.707 -2.184 2.019  -0.014
H -2.644 2.751 0.872  0.002
H 1.688 1.123 -5.015  0.000
H -3.638 -3.096 1.122  0.000
H 0.813 1.866 -2.855  0.001
H 0.579 0.133 -3.013  -0.005
H 3.919 4.066 -1.388  0.001

***

5.
Molecular formula: C4H8N2O
Method: DFT, the ωB97M-V functional and the def2-TZVPD basis

Values from the calculation:
Relative energy (zero: lowest compared OMol25 entry of this formula, charge and spin) ... 1.607 eV
Lowest unoccupied orbital energy ... 0.8 eV
SMILES ... Cc1c[nH]cn1.O
Kohn-Sham gap ... 9.24 eV
Electronic energy ... -9304.7862 eV

Last column: natural (NBO) charge in e.
Cartesian coordinates (Å):
O 2.283 2.001 4.904  -0.943
N -0.599 -1.899 -0.540  -0.546
N -0.091 -0.534 -2.225  -0.453
C 0.093 -1.737 -1.743  0.167
C -1.078 -0.644 -0.254  -0.109
C -0.644 0.228 -1.208  0.094
C -0.672 1.697 -1.062  -0.642
H -0.318 -2.588 0.130  0.411
H 1.714 2.273 5.645  0.472
H 0.285 2.176 -1.313  0.228
H -1.357 2.226 -1.733  0.222
H -1.746 -0.612 0.597  0.209
H -0.780 1.932 -0.007  0.223
H 0.697 -2.506 -2.191  0.196
H 2.286 1.039 4.865  0.471